No. 1
C5H6O2 | the ωB97M-V functional and the def2-TZVPD basis

```
13
C5H6O2, DFT the ωB97M-V functional and the def2-TZVPD basis
O -0.627 1.829 -1.595
C -0.343 0.903 -0.877
C 1.046 0.595 -0.319
C 0.834 -0.369 0.858
C -0.636 -0.792 0.817
O -1.182 -1.485 1.633
C -1.257 -0.225 -0.447
H 1.562 1.520 -0.058
H 1.614 0.126 -1.133
H 1.043 0.090 1.829
H 1.447 -1.275 0.802
H -2.327 -0.016 -0.396
H -1.078 -0.988 -1.217
```

Summary:
energy above the lowest of the compared OMol25 structures with the same formula, charge and spin	1.64	kcal/mol
LUMO energy	0.017	Ha
strongest force on any atom	0.53	eV/Å
frontier orbital gap	10.100	eV



No. 2
C10H16 | the ωB97M-V functional and the def2-TZVPD basis

```
26
C10H16, DFT the ωB97M-V functional and the def2-TZVPD basis
C -0.026 -3.445 2.246
C -0.047 -2.735 0.918
C -0.880 -1.644 0.717
C -0.797 -0.890 -0.443
C 0.147 -1.238 -1.398
C 1.010 -2.299 -1.196
C 0.913 -3.057 -0.035
H 0.506 -4.394 2.216
H -1.029 -3.681 2.615
H 0.378 -2.795 3.026
H -1.640 -1.438 1.466
H -1.368 0.010 -0.603
H 0.250 -0.622 -2.284
H 1.829 -2.481 -1.883
H 1.642 -3.840 0.144
C -1.301 3.436 -0.453
C -0.084 2.596 -0.126
C 1.128 3.171 -0.835
H -1.580 3.380 -1.507
H -2.201 3.333 0.164
H -1.088 4.482 -0.210
H -0.154 1.541 -0.383
H 0.076 2.584 0.955
H 1.100 2.867 -1.889
H 2.079 2.895 -0.377
H 1.138 4.265 -0.844
```

Summary:
energy above the lowest of the compared OMol25 structures with the same formula, charge and spin	9.95	kcal/mol
LUMO energy	0.037	Ha
strongest force on any atom	1.03	eV/Å
frontier orbital gap	10.054	eV



No. 3
C19H23Cl2F5O18 | the ωB97M-V functional and the def2-TZVPD basis

```
67
C19H23Cl2F5O18, DFT the ωB97M-V functional and the def2-TZVPD basis
O 1.970 -19.179 -13.400
C 1.440 -18.133 -13.882
O 0.653 -17.285 -13.241
C -0.117 -16.626 -14.207
C 0.926 -16.525 -15.281
F 1.733 -15.531 -14.930
O 1.557 -17.789 -15.162
H -0.924 -17.281 -14.535
H -0.489 -15.665 -13.851
H 0.462 -16.423 -16.262
O 7.647 -16.628 -8.532
C 6.512 -16.998 -8.824
O 5.453 -16.311 -8.511
C 4.376 -16.991 -9.151
C 4.808 -18.398 -9.434
F 4.442 -18.781 -10.675
O 6.212 -18.067 -9.462
H 3.546 -16.949 -8.446
H 3.870 -16.581 -10.024
H 4.562 -19.097 -8.634
O -4.178 -8.870 -11.151
C -3.401 -9.555 -10.493
O -2.400 -10.277 -10.891
C -1.931 -11.052 -9.879
C -2.165 -10.138 -8.667
F -1.099 -9.296 -8.692
O -3.370 -9.530 -9.128
H -2.488 -11.956 -9.634
H -0.886 -11.356 -9.929
H -2.246 -10.665 -7.716
O 8.045 -12.763 -8.884
C 7.060 -12.045 -8.749
O 6.575 -11.537 -7.543
C 5.361 -10.921 -7.772
C 5.148 -11.001 -9.256
F 5.139 -9.758 -9.684
O 6.210 -11.685 -9.769
H 4.534 -11.339 -7.198
H 5.394 -9.854 -7.550
H 4.216 -11.496 -9.531
O 1.702 -12.132 -8.123
C 1.157 -13.110 -7.586
O 1.744 -13.941 -6.603
C 0.838 -15.024 -6.367
C -0.454 -14.592 -6.950
F -1.269 -14.009 -6.109
O -0.050 -13.544 -7.889
H 1.325 -15.913 -6.766
H 0.810 -15.250 -5.301
H -0.940 -15.481 -7.350
C 3.533 -14.498 -11.795
O 2.094 -14.300 -11.717
C 1.319 -14.917 -10.864
O 1.626 -15.541 -9.869
O 0.092 -14.793 -11.243
C -1.016 -15.247 -10.534
H 3.801 -14.032 -12.743
H 3.849 -15.533 -11.930
H 4.022 -13.917 -11.014
H -1.160 -14.619 -9.655
H -0.888 -16.296 -10.265
H -1.852 -15.090 -11.215
Cl 6.511 -13.453 -13.154
C 7.981 -13.679 -12.178
Cl 9.179 -12.418 -12.664
H 7.838 -13.527 -11.108
H 8.373 -14.667 -12.419
```

Summary:
energy above the lowest of the compared OMol25 structures with the same formula, charge and spin	16.82	kcal/mol
LUMO energy	-0.006	Ha
strongest force on any atom	6.72	eV/Å
frontier orbital gap	10.531	eV



No. 4
C38H36O9PS3V | the ωB97M-V functional and the def2-TZVPD basis

```
88
C38H36O9PS3V, DFT the ωB97M-V functional and the def2-TZVPD basis
V 0.880 -0.124 0.224
C -1.553 4.858 3.867
O -0.413 4.380 4.581
C 0.316 3.401 4.037
C 1.364 2.913 4.832
C 2.139 1.882 4.370
C 1.908 1.299 3.109
C 2.585 0.088 2.679
C 3.867 -0.369 3.284
O 2.115 -0.641 1.782
C 0.892 1.850 2.324
O 0.657 1.337 1.093
C 0.084 2.877 2.765
H -2.033 5.577 4.522
H -2.243 4.042 3.649
H -1.249 5.352 2.943
H 1.521 3.345 5.810
H 2.916 1.493 5.011
H 4.106 0.093 4.234
H 4.653 -0.112 2.567
H 3.854 -1.453 3.378
H -0.709 3.232 2.126
O 4.168 -1.339 -1.504
S 2.888 -0.733 -1.428
O 1.876 -1.541 -0.603
O 2.799 0.606 -0.819
C 2.139 -0.803 -3.025
C 3.013 -0.943 -4.094
C 2.512 -1.240 -5.352
C 1.152 -1.432 -5.520
C 0.284 -1.291 -4.445
C 0.747 -0.948 -3.180
P -0.441 -0.879 -1.759
C -1.890 0.092 -2.288
C -2.995 0.143 -1.441
C -4.072 0.966 -1.737
C -4.058 1.750 -2.881
C -2.968 1.690 -3.741
C -1.888 0.874 -3.441
C -1.018 -2.617 -1.796
C -0.157 -3.656 -1.437
C -0.573 -4.974 -1.531
C -1.852 -5.280 -1.980
C -2.715 -4.256 -2.331
C -2.301 -2.932 -2.242
H 4.078 -0.859 -3.927
H 3.189 -1.360 -6.187
H 0.761 -1.716 -6.488
H -0.775 -1.463 -4.593
H -3.027 -0.469 -0.547
H -4.924 0.990 -1.070
H -4.891 2.404 -3.103
H -2.955 2.285 -4.645
H -1.041 0.855 -4.112
H 0.841 -3.448 -1.077
H 0.109 -5.766 -1.247
H -2.169 -6.312 -2.062
H -3.716 -4.480 -2.677
H -2.992 -2.154 -2.525
O 0.372 1.644 -1.643
S 1.187 2.922 -1.833
C 0.557 3.651 -3.360
C -0.640 4.514 -2.981
C -0.192 5.248 -1.720
C 0.346 4.158 -0.795
H 0.343 2.812 -4.022
H 1.371 4.243 -3.784
H -1.498 3.873 -2.763
H -0.916 5.196 -3.784
H -0.996 5.810 -1.247
H 0.605 5.953 -1.966
H -0.452 3.578 -0.329
H 1.036 4.515 -0.032
O -0.427 -6.058 5.764
C 0.047 -4.797 5.840
O 0.509 -4.392 6.867
C -0.055 -3.941 4.608
C -0.347 -4.428 3.340
C -0.551 -3.559 2.276
C -0.456 -2.187 2.480
S -0.977 -1.066 1.209
C -0.101 -1.699 3.736
C 0.097 -2.571 4.791
H -0.810 -6.231 4.896
H -0.399 -5.493 3.143
H -0.799 -3.941 1.294
H -0.004 -0.630 3.886
H 0.353 -2.209 5.778
```

Summary:
spin multiplicity	2
energy above the lowest of the compared OMol25 structures with the same formula, charge and spin	0.00	kcal/mol
LUMO energy (spin up / spin down)	-0.150 / -0.126	Ha
strongest force on any atom	2.35	eV/Å
frontier orbital gap (spin up / spin down)	7.036 / 7.711	eV
charge	+1



No. 5
C4H11N3O2 | the ωB97M-V functional and the def2-TZVPD basis

```
20
C4H11N3O2, DFT the ωB97M-V functional and the def2-TZVPD basis
N -0.781 2.094 -0.800
N -0.330 1.426 0.308
C 0.967 1.476 0.474
N 1.619 1.157 1.615
O 1.792 1.704 -0.556
H -0.195 1.880 -1.610
H -1.750 1.851 -0.988
H 2.093 0.258 1.503
H 0.934 1.003 2.349
H 2.703 1.700 -0.226
C -1.473 -1.525 0.825
C -0.192 -1.182 0.098
C -0.232 -1.389 -1.402
O 0.907 -1.313 0.698
H -1.651 -2.602 0.784
H -2.315 -1.000 0.365
H -1.386 -1.219 1.870
H -1.093 -0.871 -1.834
H -0.301 -2.456 -1.624
H 0.685 -0.994 -1.848
```

Summary:
energy above the lowest of the compared OMol25 structures with the same formula, charge and spin	54.21	kcal/mol
LUMO energy	0.028	Ha
strongest force on any atom	4.27	eV/Å
frontier orbital gap	8.702	eV



No. 6
C6H27ClN5O7 | the ωB97M-V functional and the def2-TZVPD basis

```
46
C6H27ClN5O7, DFT the ωB97M-V functional and the def2-TZVPD basis
Cl -1.828 0.413 -0.830
C 1.128 -3.357 -0.054
O 2.305 -3.652 0.219
N 0.132 -4.248 -0.083
N 0.730 -2.069 -0.305
H -0.822 -3.927 -0.201
H 0.293 -5.195 0.197
H 1.393 -1.325 -0.361
H -0.187 -2.002 -0.705
C -4.410 0.243 2.414
O -5.208 -0.042 3.303
N -4.607 1.255 1.522
N -3.238 -0.439 2.191
H -3.889 1.471 0.848
H -5.311 1.928 1.762
H -2.545 -0.148 1.524
H -3.064 -1.337 2.604
C 2.356 3.123 -0.089
C 2.742 1.654 -0.023
C 4.083 1.444 0.678
O 4.838 0.386 0.122
C 6.005 0.162 0.868
N 1.740 0.979 0.813
H 3.073 3.576 -0.790
H 2.548 3.643 0.850
H 1.338 3.232 -0.453
H 2.778 1.305 -1.064
H 3.902 1.369 1.759
H 4.730 2.339 0.639
H 6.703 0.996 0.933
H 6.490 -0.728 0.458
H 5.733 -0.238 1.856
H 2.066 0.062 1.103
H 0.840 0.847 0.361
O -0.172 2.743 -2.586
H 0.718 2.440 -2.795
H -0.584 1.993 -2.120
O -3.314 0.200 -3.808
H -4.236 0.287 -3.544
H -2.824 0.276 -2.971
O -4.987 -0.528 -1.441
H -5.397 -1.214 -0.906
H -4.067 -0.471 -1.117
O -2.463 -2.793 -0.413
H -2.298 -1.831 -0.557
H -3.214 -2.821 0.189
```

Summary:
energy above the lowest of the compared OMol25 structures with the same formula, charge and spin	0.00	kcal/mol
LUMO energy	0.101	Ha
strongest force on any atom	2.72	eV/Å
frontier orbital gap	9.661	eV
charge	-1



No. 7
CH3N5O | the ωB97M-V functional and the def2-TZVPD basis

```
10
CH3N5O, DFT the ωB97M-V functional and the def2-TZVPD basis
N -1.007 0.599 -1.100
C -0.068 -0.164 -0.592
N 0.884 -0.684 -1.266
N 1.693 -1.273 -0.342
N 1.294 -1.081 0.916
N 0.196 -0.377 0.725
O -0.570 0.277 1.699
H -2.018 0.741 -0.803
H -0.551 1.363 -1.576
H 0.146 0.599 2.338
```

Summary:
energy above the lowest of the compared OMol25 structures with the same formula, charge and spin	41.52	kcal/mol
LUMO energy	0.014	Ha
strongest force on any atom	4.56	eV/Å
frontier orbital gap	10.045	eV



No. 8
C8H4FeNO5S | the ωB97M-V functional and the def2-TZVPD basis

```
20
C8H4FeNO5S, DFT the ωB97M-V functional and the def2-TZVPD basis
O 2.303 -1.754 -0.784
C 1.414 -1.092 -0.481
Fe 0.000 0.000 0.000
O -1.729 -2.371 0.630
C -1.067 -1.461 0.389
C 1.207 1.696 -0.440
O 0.893 2.842 -0.246
C -0.473 0.178 -1.783
O -0.759 0.261 -2.893
C 0.737 0.217 1.686
O 1.203 0.324 2.732
H 2.205 1.471 -0.886
S -2.982 2.981 1.568
C -3.735 1.998 0.435
C -2.798 1.088 -0.033
N -1.552 1.207 0.512
C -1.495 2.213 1.421
H -4.768 2.061 0.122
H -3.038 0.340 -0.775
H -0.609 2.487 1.975
```

Summary:
spin multiplicity	6
energy above the lowest of the compared OMol25 structures with the same formula, charge and spin	0.00	kcal/mol
LUMO energy (spin up / spin down)	-0.341 / -0.483	Ha
strongest force on any atom	7.74	eV/Å
frontier orbital gap (spin up / spin down)	4.106 / 5.324	eV
charge	+2



No. 9
C29H49BCaNO6S | the ωB97M-V functional and the def2-TZVPD basis

```
88
C29H49BCaNO6S, DFT the ωB97M-V functional and the def2-TZVPD basis
C 4.117 -4.265 3.517
C 4.401 -3.573 2.205
O 5.372 -2.547 2.397
C 5.249 -1.515 1.499
O 5.906 -1.517 0.508
C 4.317 -0.394 1.868
C 4.073 0.548 0.710
C 3.299 1.815 1.106
B 2.524 2.521 -0.109
S 2.447 4.459 0.404
O 1.085 2.246 -0.348
C 0.836 2.542 -1.721
C 2.195 2.297 -2.424
C 2.224 0.961 -3.232
C 1.363 -0.069 -2.501
O 1.659 -1.442 -2.784
C 0.622 -2.292 -2.300
C 0.763 -2.829 -0.891
O 0.745 -1.849 0.164
C -0.465 -1.435 0.631
C -1.082 -2.058 1.702
C -2.307 -1.583 2.149
C -2.912 -0.492 1.560
C -4.225 0.085 2.032
C -4.766 -0.468 3.351
C -3.909 1.584 2.357
C -5.365 0.025 0.940
C -5.467 -1.221 0.053
C -4.538 -1.159 -1.174
C -5.308 -2.547 0.795
C -6.913 -1.197 -0.496
C -2.250 0.124 0.509
C -1.053 -0.337 0.046
C 2.483 3.464 -3.419
C 3.967 3.696 -3.493
C 4.544 4.864 -2.742
N 4.661 2.888 -4.175
O 3.115 2.233 -1.404
H 3.075 -4.549 3.627
H 4.699 -5.174 3.581
H 4.382 -3.631 4.352
H 4.806 -4.284 1.489
H 3.524 -3.132 1.746
H 3.389 -0.818 2.248
H 4.785 0.118 2.706
H 5.056 0.863 0.386
H 3.636 0.012 -0.121
H 4.035 2.526 1.478
H 2.639 1.606 1.947
H 1.567 4.933 -0.482
H 0.019 1.905 -2.028
H 0.479 3.574 -1.728
H 3.262 0.660 -3.237
H 1.857 1.104 -4.239
H 0.324 0.143 -2.755
H 1.508 0.089 -1.438
H 0.617 -3.170 -2.944
H -0.334 -1.787 -2.449
H 1.683 -3.387 -0.785
H -0.083 -3.497 -0.729
H -0.645 -2.900 2.195
H -2.751 -2.082 2.989
H -4.739 -1.543 3.412
H -4.181 -0.065 4.170
H -5.782 -0.120 3.499
H -3.116 1.664 3.082
H -4.825 2.088 2.716
H -3.512 2.058 1.447
H -5.205 0.863 0.262
H -6.309 0.174 1.465
H -3.640 -1.747 -1.044
H -4.269 -0.136 -1.429
H -5.064 -1.549 -2.034
H -4.277 -2.871 0.790
H -5.734 -2.539 1.788
H -5.853 -3.292 0.229
H -7.596 -1.528 0.281
H -7.032 -1.855 -1.343
H -7.217 -0.177 -0.738
H -2.712 0.991 0.043
H -0.541 0.146 -0.747
H 1.990 4.356 -3.050
H 2.098 3.232 -4.402
H 4.986 5.557 -3.449
H 5.264 4.494 -2.024
H 3.781 5.386 -2.183
H 5.643 3.154 -4.120
Ca -5.094 2.574 0.277
```

Summary:
LUMO energy	-0.248	Ha
strongest force on any atom	3.11	eV/Å
frontier orbital gap	1.951	eV
charge	+1



No. 10
C4H5ClO | the ωB97M-V functional and the def2-TZVPD basis

```
11
C4H5ClO, DFT the ωB97M-V functional and the def2-TZVPD basis
C -0.796 2.143 0.417
C -0.320 1.122 0.034
C 0.384 -0.141 -0.207
C -0.307 -1.234 0.476
O 0.384 -0.558 -1.683
Cl 2.130 0.065 0.199
H -1.181 3.050 0.575
H 0.455 -1.905 0.797
H -1.238 -1.553 -0.038
H -0.765 -0.726 1.438
H 1.254 -0.264 -2.008
```

Summary:
energy above the lowest of the compared OMol25 structures with the same formula, charge and spin	47.77	kcal/mol
LUMO energy	0.030	Ha
strongest force on any atom	4.19	eV/Å
frontier orbital gap	11.491	eV



No. 11
C6H14LaO3 | the ωB97M-V functional and the def2-TZVPD basis

```
24
C6H14LaO3, DFT the ωB97M-V functional and the def2-TZVPD basis
H -6.982 -0.232 -0.959
C -6.613 -0.828 -1.804
H -7.411 -0.959 -2.544
H -6.286 -1.812 -1.445
H -5.767 -0.307 -2.278
C 2.444 -0.840 -5.374
O 1.642 -0.400 -4.269
C 0.306 -0.910 -4.284
C -0.493 -0.094 -3.287
O 0.305 0.060 -2.079
C -0.531 -0.222 -0.932
C -1.914 -0.304 -1.568
O -1.625 -0.764 -2.884
H 3.296 -0.160 -5.457
H 2.793 -1.863 -5.185
H 1.841 -0.799 -6.289
H 0.310 -1.968 -3.987
H -0.118 -0.798 -5.290
H -0.717 0.921 -3.655
H -0.428 0.592 -0.208
H -0.205 -1.175 -0.501
H -2.401 0.681 -1.608
H -2.568 -1.032 -1.079
La 2.620 0.391 -2.341
```

Summary:
energy above the lowest of the compared OMol25 structures with the same formula, charge and spin	0.00	kcal/mol
LUMO energy	-0.533	Ha
strongest force on any atom	2.73	eV/Å
frontier orbital gap	4.102	eV
charge	+3



No. 12
C3H6N4O | the ωB97M-V functional and the def2-TZVPD basis

```
14
C3H6N4O, DFT the ωB97M-V functional and the def2-TZVPD basis
C -2.355 -0.282 -0.156
C 2.213 -0.696 -0.100
C 1.304 0.556 -0.147
H -2.539 0.407 -1.017
H -1.834 -1.594 -0.231
H -3.171 -0.023 0.583
H -0.699 1.164 1.194
H 3.270 -1.126 0.192
H 1.295 2.585 -0.189
N -1.093 0.647 0.168
N -0.028 0.052 -0.308
N 1.464 -1.797 0.028
N 1.953 1.671 -0.037
O 0.220 -1.563 0.020
```

Summary:
energy above the lowest of the compared OMol25 structures with the same formula, charge and spin	216.44	kcal/mol
LUMO energy	0.018	Ha
strongest force on any atom	5.24	eV/Å
frontier orbital gap	9.104	eV



No. 13
C8H16N2 | the ωB97M-V functional and the def2-TZVPD basis

```
26
C8H16N2, DFT the ωB97M-V functional and the def2-TZVPD basis
C 1.205 1.479 -0.477
N 0.005 0.721 -0.191
C -1.121 1.259 -0.935
C 0.134 -0.814 -0.237
C 1.462 -1.251 0.378
C 0.032 -1.360 -1.662
C -1.011 -1.311 0.656
C -1.119 -0.376 1.825
C -0.567 0.821 1.822
N -0.017 1.774 2.383
H 1.965 1.276 0.273
H 1.611 1.268 -1.475
H 0.972 2.543 -0.437
H -2.020 0.688 -0.723
H -0.948 1.266 -2.020
H -1.293 2.292 -0.627
H 2.312 -0.910 -0.209
H 1.506 -2.339 0.413
H 1.562 -0.867 1.389
H 0.179 -2.438 -1.652
H -0.943 -1.159 -2.099
H 0.799 -0.916 -2.296
H -1.954 -1.356 0.099
H -0.800 -2.325 1.005
H -1.695 -0.683 2.684
H -0.256 2.719 2.114
```

Summary:
energy above the lowest of the compared OMol25 structures with the same formula, charge and spin	49.42	kcal/mol
LUMO energy	0.029	Ha
strongest force on any atom	1.44	eV/Å
frontier orbital gap	8.425	eV